This record from the OMol25 dataset describes a cluster of 5 separate species, C14H41N7O5 in total. The level of theory is ωB97M-V with the def2-TZVPD basis set.

Bonds (Å) are listed after each position.
Cartesian coordinates (Å):
1 C 1.01 -2.95 1.35  O2 1.385, H7 1.090, H8 1.090, H9 1.090
2 O 0.08 -2.92 2.37  C1 1.385, C3 1.372
3 C -0.85 -1.91 2.32  O2 1.372, C4 1.595, H10 1.090, H11 1.090
4 C -0.33 -0.44 2.66  C3 1.595, C5 1.464, N6 1.431, H12 1.090
5 C 0.70 -0.43 3.70  C4 1.464, H13 1.090, H14 1.090, H15 1.090
6 N -1.47 0.36 2.99  C4 1.431, H16 1.010, H17 1.010
7 H 0.56 -3.38 0.46  C1 1.090
8 H 1.81 -3.51 1.84  C1 1.090
9 H 1.28 -1.91 1.13  C1 1.090
10 H -1.39 -1.83 1.38  C3 1.090
11 H -1.65 -2.20 3.00  C3 1.090
12 H 0.28 -0.05 1.85  C4 1.090
13 H 0.46 -0.95 4.62  C5 1.090
14 H 1.03 0.58 3.96  C5 1.090
15 H 1.56 -0.92 3.25  C5 1.090
16 H -1.06 1.28 3.00  N6 1.010
17 H -1.70 0.27 3.97  N6 1.010
18 C 0.99 -0.91 -1.35  O19 1.429, H24 1.090, H25 1.090, H26 1.090
19 O 0.57 0.46 -1.31  C18 1.429, C20 1.404
20 C 1.31 1.35 -2.10  O19 1.404, C21 1.570, H27 1.090, H28 1.090
21 C 0.58 2.74 -2.16  C20 1.570, C22 1.523, N23 1.489, H29 1.090
22 C -0.56 2.81 -3.18  C21 1.523, H30 1.090, H31 1.090, H32 1.090
23 N 1.49 3.88 -2.44  C21 1.489, H33 1.010, H34 1.010
24 H 2.02 -1.13 -1.06  C18 1.090
25 H 0.85 -1.41 -2.30  C18 1.090
26 H 0.39 -1.37 -0.56  C18 1.090
27 H 2.24 1.35 -1.53  C20 1.090
28 H 1.53 1.05 -3.12  C20 1.090
29 H 0.13 3.01 -1.21  C21 1.090
30 H -0.96 3.82 -3.19  C22 1.090
31 H -1.38 2.20 -2.80  C22 1.090
32 H -0.21 2.47 -4.15  C22 1.090
33 H 2.23 3.92 -1.76  N23 1.010
34 H 1.11 4.81 -2.31  N23 1.010
35 C -1.82 -0.05 -0.49  O36 1.403, H41 1.090, H42 1.090, H43 1.090
36 O -1.67 -1.37 -0.93  C35 1.403, C37 1.459
37 C -1.90 -1.46 -2.37  O36 1.459, C38 1.564, H44 1.090, H45 1.090
38 C -1.40 -2.87 -2.82  C37 1.564, C39 1.576, N40 1.465, H46 1.090
39 C -1.93 -3.10 -4.29  C38 1.576, H47 1.090, H48 1.090, H49 1.090
40 N -2.06 -3.92 -2.05  C38 1.465, H50 1.010, H51 1.010
41 H -1.14 0.68 -0.94  C35 1.090
42 H -1.70 -0.13 0.59  C35 1.090
43 H -2.81 0.38 -0.66  C35 1.090
44 H -2.92 -1.21 -2.65  C37 1.090
45 H -1.34 -0.71 -2.92  C37 1.090
46 H -0.32 -2.97 -2.70  C38 1.090
47 H -3.01 -3.16 -4.15  C39 1.090
48 H -1.65 -4.05 -4.76  C39 1.090
49 H -1.68 -2.28 -4.95  C39 1.090
50 H -2.34 -3.48 -1.19  N40 1.010
51 H -2.88 -4.18 -2.59  N40 1.010
52 N 1.32 1.71 0.45  C53 1.332, H56 1.010, H57 1.010
53 C 0.18 1.81 1.14  N52 1.332, N54 1.295, O55 1.186
54 N -0.87 1.41 0.49  C53 1.295, H58 1.010, H59 1.010
55 O 0.11 2.01 2.30  C53 1.186
56 H 1.44 1.54 -0.53  N52 1.010
57 H 2.15 1.98 0.96  N52 1.010
58 H -1.68 1.07 0.98  N54 1.010
59 H -0.72 1.31 -0.50  N54 1.010
60 N 1.79 1.93 4.32  C61 1.266, H64 1.010, H65 1.010
61 C 2.73 1.61 3.54  N60 1.266, N62 1.280, O63 1.220
62 N 2.40 1.49 2.31  C61 1.280, H66 1.010, H67 1.010
63 O 3.83 1.36 4.01  C61 1.220
64 H 2.02 1.97 5.31  N60 1.010
65 H 0.84 1.94 3.99  N60 1.010
66 H 2.88 0.84 1.71  N62 1.010
67 H 1.46 1.76 2.08  N62 1.010

Values from the calculation:
Energy above the lowest of the compared OMol25 structures with the same formula, charge and spin, kJ/mol: 1456.9
Highest occupied orbital energy, eV: -8.79
Maximum force, Eh/bohr: 0.1558
Net charge: 0
LUMO level, eV: 0.370
SMILES: COC[C@H](C)N.COC[C@H](C)N.COC[C@H](C)N.NC(N)=O.NC(N)=O
Frontier orbital gap, eV: 9.155
2S+1: 1